A cluster of 14 separate species, C60H156N8O22 in total in a non-equilibrium geometry, computed with ωB97M-V/def2-TZVPD.

Computed properties:
Charge: 0
LUMO (eV): 0.491
Gap between HOMO and LUMO (eV): 8.861
E_HOMO (eV): -8.3694
Energy above the lowest of the compared OMol25 structures with the same formula, charge and spin (kcal per mole): 60.6

Bonds (Å) are listed after each position.
Element x y z (Å)
1 C -6.12861 4.75078 -2.77631  O2 1.451, H10 1.090, H11 1.090, H12 1.090
2 O -5.45001 5.68027 -1.89297  C1 1.451, C3 1.430
3 C -4.62373 6.64603 -2.54868  O2 1.430, C4 1.573, H13 1.090, H14 1.090
4 C -4.26075 7.88300 -1.64668  C3 1.573, N5 1.474, H15 1.090, H16 1.090
5 N -3.52188 7.71104 -0.38272  C4 1.474, C6 1.489, H17 1.010
6 C -2.41456 6.74063 -0.60239  N5 1.489, C7 1.513, H18 1.090, H19 1.090
7 C -1.81965 6.39778 0.74606  C6 1.513, O8 1.462, H20 1.090, H21 1.090
8 O -0.47041 5.90359 0.47470  C7 1.462, C9 1.445
9 C -0.04400 5.09195 1.59159  O8 1.445, H22 1.090, H23 1.090, H24 1.090
10 H -5.48345 4.21526 -3.47279  C1 1.090
11 H -6.74571 5.25342 -3.52105  C1 1.090
12 H -6.69020 3.95758 -2.28280  C1 1.090
13 H -5.26471 7.03997 -3.33739  C3 1.090
14 H -3.86304 6.20295 -3.19145  C3 1.090
15 H -5.13409 8.48993 -1.40788  C4 1.090
16 H -3.70056 8.60182 -2.24465  C4 1.090
17 H -4.16102 7.12600 0.13626  N5 1.010
18 H -1.72544 7.08761 -1.37234  C6 1.090
19 H -2.82825 5.82287 -1.02036  C6 1.090
20 H -2.49933 5.82221 1.37442  C7 1.090
21 H -1.64956 7.28449 1.35672  C7 1.090
22 H 0.13292 5.75266 2.44026  C9 1.090
23 H 0.91020 4.62345 1.35052  C9 1.090
24 H -0.62942 4.17564 1.66740  C9 1.090
25 C -5.55191 2.05155 2.03156  O26 1.473, H34 1.090, H35 1.090, H36 1.090
26 O -6.72630 1.19755 2.27938  C25 1.473, C27 1.466
27 C -7.82733 1.37147 1.32788  O26 1.466, C28 1.480, H37 1.090, H38 1.090
28 C -8.52276 0.06864 1.22801  C27 1.480, N29 1.396, H39 1.090, H40 1.090
29 N -9.67633 0.04521 0.44196  C28 1.396, C30 1.430, H41 1.010
30 C -9.37499 0.22714 -0.94398  N29 1.430, C31 1.576, H42 1.090, H43 1.090
31 C -10.69187 0.06950 -1.79561  C30 1.576, O32 1.390, H44 1.090, H45 1.090
32 O -10.33985 0.43729 -3.08939  C31 1.390, C33 1.431
33 C -11.40882 0.54195 -4.03542  O32 1.431, H46 1.090, H47 1.090, H48 1.090
34 H -5.64053 3.12878 2.17230  C25 1.090
35 H -5.11654 1.91637 1.04147  C25 1.090
36 H -4.80544 1.71489 2.75098  C25 1.090
37 H -7.66713 1.86100 0.36726  C27 1.090
38 H -8.56948 2.04315 1.75935  C27 1.090
39 H -8.88236 -0.16846 2.22929  C28 1.090
40 H -8.00333 -0.80888 0.84298  C28 1.090
41 H -10.12276 -0.86027 0.47188  N29 1.010
42 H -8.78077 -0.62806 -1.26590  C30 1.090
43 H -9.06895 1.25916 -1.11541  C30 1.090
44 H -11.42030 0.78487 -1.41387  C31 1.090
45 H -11.14358 -0.91705 -1.69196  C31 1.090
46 H -11.20043 1.28703 -4.80324  C33 1.090
47 H -12.21777 1.06859 -3.52911  C33 1.090
48 H -11.66862 -0.46443 -4.36376  C33 1.090
49 C 1.76472 -3.63429 1.66969  O50 1.374, H58 1.090, H59 1.090, H60 1.090
50 O 2.42405 -2.52729 1.19383  C49 1.374, C51 1.406
51 C 2.61216 -1.55201 2.18865  O50 1.406, C52 1.595, H61 1.090, H62 1.090
52 C 3.83564 -1.79606 3.18206  C51 1.595, N53 1.537, H63 1.090, H64 1.090
53 N 5.18380 -1.52567 2.49608  C52 1.537, C54 1.467, H65 1.010
54 C 6.27819 -1.91523 3.39167  N53 1.467, C55 1.507, H66 1.090, H67 1.090
55 C 6.18911 -1.31474 4.77114  C54 1.507, O56 1.378, H68 1.090, H69 1.090
56 O 5.33302 -2.01930 5.58885  C55 1.378, C57 1.470
57 C 5.44804 -1.83936 7.04371  O56 1.470, H70 1.090, H71 1.090, H72 1.090
58 H 2.41440 -4.21303 2.32625  C49 1.090
59 H 1.58012 -4.31576 0.83925  C49 1.090
60 H 0.79579 -3.45062 2.13397  C49 1.090
61 H 1.73035 -1.54511 2.82934  C51 1.090
62 H 2.75840 -0.56311 1.75415  C51 1.090
63 H 3.79984 -2.84664 3.47034  C52 1.090
64 H 3.76009 -1.29718 4.14825  C52 1.090
65 H 5.25635 -2.06128 1.64288  N53 1.010
66 H 7.21213 -1.54005 2.97321  C54 1.090
67 H 6.45344 -2.97849 3.55557  C54 1.090
68 H 5.77859 -0.30757 4.69915  C55 1.090
69 H 7.18962 -1.06959 5.12746  C55 1.090
70 H 6.28575 -2.43129 7.41247  C57 1.090
71 H 4.57103 -2.37764 7.40318  C57 1.090
72 H 5.53127 -0.82556 7.43538  C57 1.090
73 C -1.30878 1.75217 3.61059  O74 1.449, H82 1.090, H83 1.090, H84 1.090
74 O -1.65586 0.56078 2.86306  C73 1.449, C75 1.409
75 C -0.56746 0.02317 2.14750  O74 1.409, C76 1.536, H85 1.090, H86 1.090
76 C -0.48127 0.72429 0.78387  C75 1.536, N77 1.460, H87 1.090, H88 1.090
77 N -1.61237 0.24172 -0.00238  C76 1.460, C78 1.474, H89 1.010
78 C -1.43517 -0.78259 -1.04737  N77 1.474, C79 1.546, H90 1.090, H91 1.090
79 C -0.51470 -1.94054 -0.59828  C78 1.546, O80 1.439, H92 1.090, H93 1.090
80 O -0.62820 -2.86877 -1.69164  C79 1.439, C81 1.430
81 C 0.20391 -4.03092 -1.65912  O80 1.430, H94 1.090, H95 1.090, H96 1.090
82 H -0.70096 1.55851 4.49441  C73 1.090
83 H -2.20038 2.30698 3.90270  C73 1.090
84 H -0.75239 2.48571 3.02711  C73 1.090
85 H -0.86015 -1.01538 1.99315  C75 1.090
86 H 0.35031 0.13187 2.72541  C75 1.090
87 H 0.51996 0.63251 0.36288  C76 1.090
88 H -0.40927 1.80874 0.86687  C76 1.090
89 H -1.95155 1.11128 -0.38828  N77 1.010
90 H -1.03923 -0.34186 -1.96230  C78 1.090
91 H -2.37996 -1.30592 -1.19433  C78 1.090
92 H -0.90476 -2.35723 0.33034  C79 1.090
93 H 0.53648 -1.67063 -0.49688  C79 1.090
94 H -0.18559 -4.57911 -0.80129  C81 1.090
95 H 1.22531 -3.73426 -1.42071  C81 1.090
96 H 0.21524 -4.68137 -2.53370  C81 1.090
97 C 7.10346 -10.32082 -4.01076  O98 1.436, H106 1.090, H107 1.090, H108 1.090
98 O 6.40563 -9.09129 -4.26305  C97 1.436, C99 1.433
99 C 5.83571 -8.38507 -3.15372  O98 1.433, C100 1.576, H109 1.090, H110 1.090
100 C 4.49563 -9.11090 -2.75317  C99 1.576, N101 1.466, H111 1.090, H112 1.090
101 N 3.85955 -8.42755 -1.62254  C100 1.466, C102 1.415, H113 1.010
102 C 3.08699 -7.27980 -1.92128  N101 1.415, C103 1.505, H114 1.090, H115 1.090
103 C 2.23252 -6.96210 -0.72400  C102 1.505, O104 1.451, H116 1.090, H117 1.090
104 O 1.11746 -7.87758 -0.56821  C103 1.451, C105 1.405
105 C -0.00181 -7.80553 -1.41454  O104 1.405, H118 1.090, H119 1.090, H120 1.090
106 H 7.76856 -10.24066 -3.15092  C97 1.090
107 H 7.83380 -10.54756 -4.78747  C97 1.090
108 H 6.42557 -11.17145 -3.94000  C97 1.090
109 H 5.67295 -7.35994 -3.48649  C99 1.090
110 H 6.61113 -8.33696 -2.38919  C99 1.090
111 H 4.56017 -10.19562 -2.66768  C100 1.090
112 H 3.80630 -9.08903 -3.59724  C100 1.090
113 H 3.23442 -9.01833 -1.09312  N101 1.010
114 H 2.41485 -7.26469 -2.77924  C102 1.090
115 H 3.72881 -6.45473 -2.23019  C102 1.090
116 H 1.84726 -5.94290 -0.75422  C103 1.090
117 H 2.90050 -6.86046 0.13132  C103 1.090
118 H -0.81706 -8.48142 -1.15636  C105 1.090
119 H 0.16680 -7.99470 -2.47468  C105 1.090
120 H -0.48347 -6.82788 -1.39688  C105 1.090
121 C 0.32038 -2.51364 -4.70140  O122 1.408, H130 1.090, H131 1.090, H132 1.090
122 O 0.96106 -3.51653 -5.45350  C121 1.408, C123 1.435
123 C 2.33690 -3.58250 -5.04935  O122 1.435, C124 1.543, H133 1.090, H134 1.090
124 C 3.05396 -4.65714 -5.89349  C123 1.543, N125 1.415, H135 1.090, H136 1.090
125 N 2.50461 -5.90352 -5.51100  C124 1.415, C126 1.446, H137 1.010
126 C 2.93482 -7.05609 -6.27104  N125 1.446, C127 1.543, H138 1.090, H139 1.090
127 C 2.13464 -8.31885 -5.88977  C126 1.543, O128 1.427, H140 1.090, H141 1.090
128 O 1.02129 -8.44317 -6.77336  C127 1.427, C129 1.485
129 C 0.53236 -9.84316 -6.86059  O128 1.485, H142 1.090, H143 1.090, H144 1.090
130 H 0.74447 -2.43510 -3.70037  C121 1.090
131 H -0.73289 -2.79414 -4.69448  C121 1.090
132 H 0.46628 -1.58039 -5.24533  C121 1.090
133 H 2.46285 -3.66866 -3.97009  C123 1.090
134 H 2.75779 -2.64573 -5.41460  C123 1.090
135 H 4.11735 -4.57606 -5.66821  C124 1.090
136 H 2.98225 -4.43509 -6.95822  C124 1.090
137 H 1.49695 -5.85404 -5.46320  N125 1.010
138 H 4.00842 -7.12388 -6.09531  C126 1.090
139 H 2.85124 -6.83741 -7.33560  C126 1.090
140 H 1.89393 -8.38805 -4.82893  C127 1.090
141 H 2.82726 -9.08645 -6.23499  C127 1.090
142 H 1.35374 -10.47048 -7.20686  C129 1.090
143 H -0.40056 -9.85296 -7.42422  C129 1.090
144 H 0.31219 -10.26132 -5.87837  C129 1.090
145 C 1.85859 4.19184 -0.94727  O146 1.441, H154 1.090, H155 1.090, H156 1.090
146 O 2.98243 4.19870 -0.04583  C145 1.441, C147 1.422
147 C 4.11117 4.93573 -0.49763  O146 1.422, C148 1.529, H157 1.090, H158 1.090
148 C 4.23217 6.40564 -0.09616  C147 1.529, N149 1.431, H159 1.090, H160 1.090
149 N 3.27869 7.23435 -0.76803  C148 1.431, C150 1.518, H161 1.010
150 C 3.66657 8.70064 -0.70794  N149 1.518, C151 1.564, H162 1.090, H163 1.090
151 C 2.37286 9.56567 -0.86521  C150 1.564, O152 1.442, H164 1.090, H165 1.090
152 O 1.44841 9.10504 0.14133  C151 1.442, C153 1.474
153 C 0.05823 9.56491 -0.02876  O152 1.474, H166 1.090, H167 1.090, H168 1.090
154 H 1.46107 5.18605 -1.15128  C145 1.090
155 H 1.08476 3.53001 -0.55834  C145 1.090
156 H 2.14548 3.83537 -1.93656  C145 1.090
157 H 4.13914 4.84457 -1.58345  C147 1.090
158 H 4.94502 4.36602 -0.08748  C147 1.090
159 H 5.23980 6.72486 -0.36241  C148 1.090
160 H 4.12192 6.44901 0.98739  C148 1.090
161 H 2.40635 7.40175 -0.28731  N149 1.010
162 H 4.38064 8.97433 -1.48465  C150 1.090
163 H 4.36756 8.77858 0.12311  C150 1.090
164 H 1.99611 9.42438 -1.87823  C151 1.090
165 H 2.54377 10.59224 -0.54110  C151 1.090
166 H -0.23921 10.57852 0.23996  C153 1.090
167 H -0.49416 9.12843 0.80338  C153 1.090
168 H -0.47474 9.32588 -0.94903  C153 1.090
169 C 1.17973 2.20712 -4.79575  O170 1.486, H178 1.090, H179 1.090, H180 1.090
170 O 1.42123 1.56896 -3.47542  C169 1.486, C171 1.461
171 C 2.42808 0.51425 -3.56583  O170 1.461, C172 1.540, H181 1.090, H182 1.090
172 C 2.91474 0.15578 -2.14950  C171 1.540, N173 1.452, H183 1.090, H184 1.090
173 N 3.70199 -1.06377 -2.18151  C172 1.452, C174 1.454, H185 1.010
174 C 4.38903 -1.51215 -0.98105  N173 1.454, C175 1.527, H186 1.090, H187 1.090
175 C 4.70319 -2.99963 -1.12416  C174 1.527, O176 1.432, H188 1.090, H189 1.090
176 O 5.62410 -3.55031 -0.17552  C175 1.432, C177 1.408
177 C 6.96956 -3.44534 -0.57600  O176 1.408, H190 1.090, H191 1.090, H192 1.090
178 H 2.05809 2.23713 -5.44047  C169 1.090
179 H 0.80480 3.21247 -4.60390  C169 1.090
180 H 0.39429 1.76920 -5.41171  C169 1.090
181 H 3.26343 0.68506 -4.24487  C171 1.090
182 H 1.85847 -0.36989 -3.85208  C171 1.090
183 H 2.12252 0.09325 -1.40345  C172 1.090
184 H 3.70766 0.83412 -1.83451  C172 1.090
185 H 4.37913 -0.80269 -2.88397  N173 1.010
186 H 3.63813 -1.37173 -0.20353  C174 1.090
187 H 5.25619 -0.90641 -0.71799  C174 1.090
188 H 4.94653 -3.28848 -2.14663  C175 1.090
189 H 3.72537 -3.41260 -0.87628  C175 1.090
190 H 7.18817 -4.00835 -1.48339  C177 1.090
191 H 7.58384 -3.79867 0.25220  C177 1.090
192 H 7.17984 -2.39025 -0.75113  C177 1.090
193 C 2.96142 3.89405 4.27104  C194 1.506, H196 1.090, H197 1.090, H198 1.090
194 C 3.28721 2.66850 3.45931  C193 1.506, O195 1.421, H199 1.090, H200 1.090
195 O 4.18592 3.23962 2.51855  C194 1.421, H201 0.960
196 H 2.38339 4.53711 3.60737  C193 1.090
197 H 3.84838 4.38517 4.67128  C193 1.090
198 H 2.32600 3.75415 5.14555  C193 1.090
199 H 2.37630 2.22353 3.05888  C194 1.090
200 H 3.84131 1.98046 4.09782  C194 1.090
201 H 3.77590 3.35005 1.65757  O195 0.960
202 C -2.04492 5.56284 5.12666  C203 1.542, H205 1.090, H206 1.090, H207 1.090
203 C -3.29615 5.43889 4.23438  C202 1.542, O204 1.412, H208 1.090, H209 1.090
204 O -4.24714 4.72126 4.99211  C203 1.412, H210 0.960
205 H -1.80098 4.61872 5.61372  C202 1.090
206 H -2.14549 6.37646 5.84499  C202 1.090
207 H -1.27726 5.97674 4.47286  C202 1.090
208 H -3.14181 4.78112 3.37904  C203 1.090
209 H -3.72870 6.34599 3.81227  C203 1.090
210 H -4.84858 5.29096 5.47721  O204 0.960
211 C -4.41225 -1.70960 1.30031  C212 1.516, H214 1.090, H215 1.090, H216 1.090
212 C -4.59196 -1.76838 2.80438  C211 1.516, O213 1.467, H217 1.090, H218 1.090
213 O -3.18821 -1.91795 3.20165  C212 1.467, H219 0.960
214 H -3.88458 -2.58188 0.91458  C211 1.090
215 H -3.88092 -0.78994 1.05532  C211 1.090
216 H -5.31978 -1.75916 0.69863  C211 1.090
217 H -5.18180 -2.58442 3.22182  C212 1.090
218 H -4.98717 -0.84564 3.22921  C212 1.090
219 H -2.78887 -1.09949 2.89791  O213 0.960
220 C -2.87415 0.45412 6.16262  C221 1.576, H223 1.090, H224 1.090, H225 1.090
221 C -4.36185 0.70193 6.62143  C220 1.576, O222 1.404, H226 1.090, H227 1.090
222 O -4.47305 1.27108 7.90058  C221 1.404, H228 0.960
223 H -2.30032 1.36825 6.31491  C220 1.090
224 H -2.79464 0.20702 5.10398  C220 1.090
225 H -2.31541 -0.21437 6.81762  C220 1.090
226 H -4.86195 -0.26607 6.65253  C221 1.090
227 H -4.83477 1.33910 5.87414  C221 1.090
228 H -4.39954 2.22742 7.86061  O222 0.960
229 C -3.27058 2.00052 -2.63515  C230 1.524, H232 1.090, H233 1.090, H234 1.090
230 C -2.10057 2.96698 -2.49176  C229 1.524, O231 1.393, H235 1.090, H236 1.090
231 O -0.97670 2.18022 -2.25086  C230 1.393, H237 0.960
232 H -3.02611 1.39508 -3.50796  C229 1.090
233 H -4.23625 2.49690 -2.73089  C229 1.090
234 H -3.51450 1.35487 -1.79149  C229 1.090
235 H -2.08951 3.53107 -1.55914  C230 1.090
236 H -1.94838 3.52282 -3.41694  C230 1.090
237 H -0.16805 2.36307 -2.73484  O231 0.960
238 C 0.81562 -1.00281 5.98953  C239 1.547, H241 1.090, H242 1.090, H243 1.090
239 C 1.43087 0.20793 6.73071  C238 1.547, O240 1.366, H244 1.090, H245 1.090
240 O 0.47309 1.17890 6.65042  C239 1.366, H246 0.960
241 H 0.54891 -0.67988 4.98320  C238 1.090
242 H -0.01857 -1.46417 6.51811  C238 1.090
243 H 1.56377 -1.78823 5.88235  C238 1.090
244 H 2.23021 0.68914 6.16714  C239 1.090
245 H 1.68265 -0.08886 7.74886  C239 1.090
246 H 0.62715 1.88036 7.28747  O240 0.960